This record from the OMol25 dataset describes a cluster of 6 separate species, C42H58N9O5 in total. The level of theory is the ωB97M-V functional and the def2-TZVPD basis.

Geometry as XYZ:
```
114
Properties=species:S:1:pos:R:3:forces:R:3
N -1.57608 0.82747 -1.61579 0.70 -1.62 -0.48
O -2.73253 0.42458 -1.45794 -1.75 0.25 0.19
O -0.65482 0.10043 -1.22983 1.02 -0.38 0.75
O -1.31903 1.84615 -2.24470 -0.22 1.67 -0.62
C 2.11591 -7.00586 -2.87202 -1.07 -0.86 -1.57
C 1.06681 -6.16114 -3.61606 2.44 3.07 -1.23
O 1.32887 -5.23614 -4.37272 -1.37 -2.87 2.02
N -0.38327 -6.32157 -3.18995 1.53 -0.84 1.25
H -0.98300 -5.85318 -3.85406 -0.44 0.10 -0.25
H -0.56749 -7.30537 -3.05466 -0.51 -0.62 -0.85
C -0.43505 -5.79003 -1.77068 -0.47 0.68 -0.89
H 1.74427 -8.02146 -2.73591 -0.27 -0.05 0.49
H 2.50176 -6.60881 -1.93309 -0.09 0.25 -0.32
H 2.87552 -7.18499 -3.63294 0.44 0.51 0.29
H 0.31024 -6.32130 -1.17872 -0.18 0.15 -0.10
H -1.44689 -5.96660 -1.40585 0.20 0.20 0.12
H -0.20182 -4.73697 -1.92803 -0.10 0.05 0.79
C -6.06126 2.15037 -5.19081 -1.29 -1.18 0.45
C -4.88246 2.62030 -5.83462 2.17 4.08 -1.61
O -4.71538 3.75585 -6.24773 -0.03 -2.90 0.65
N -3.59039 1.75919 -5.80216 -1.85 0.75 -1.23
H -2.84224 2.42110 -5.65303 0.41 0.16 0.48
H -3.65021 1.07059 -5.06571 0.33 -0.41 0.28
C -3.38439 1.17926 -7.19204 0.39 -0.38 0.57
H -6.88936 2.80568 -5.46086 0.14 0.06 0.38
H -5.73730 2.21442 -4.15203 -0.63 0.06 0.53
H -6.37303 1.12096 -5.36748 0.29 -0.09 -0.14
H -3.24567 2.00245 -7.89290 0.14 -0.08 0.20
H -4.24641 0.58762 -7.50021 0.10 -0.03 0.23
H -2.49065 0.57419 -7.03970 -0.10 -0.08 -0.75
C -7.06503 -5.76872 0.18502 -0.65 0.16 -0.90
N -6.20400 -5.24891 1.20459 1.94 -0.65 3.18
C -6.02845 -5.98122 2.35127 1.07 0.76 0.16
C -5.05017 -5.60820 3.29700 -0.19 0.23 -0.91
C -4.39932 -4.37633 3.18569 -0.02 0.34 -0.92
C -4.63415 -3.60854 2.01285 -1.25 -0.54 1.58
C -5.55197 -4.08061 1.08892 1.13 0.02 -0.86
C -3.37745 -3.93327 4.17897 1.27 -0.57 0.83
C -2.25100 -3.18025 3.72017 -0.55 -0.66 0.70
C -1.26870 -2.80234 4.59591 0.05 -1.12 1.38
N -1.23363 -3.31282 5.88078 0.21 1.02 0.08
C -2.21285 -4.11991 6.34253 -0.23 0.32 -1.59
C -3.33373 -4.40559 5.53398 0.68 1.19 -0.62
C -0.03254 -2.99290 6.78969 -0.41 -1.36 -0.65
H -7.08945 -6.85797 0.15292 -0.20 0.13 0.58
H -6.63827 -5.49549 -0.78003 -0.52 0.43 -0.01
H -8.00550 -5.29259 0.46234 -0.50 -0.48 -1.03
H -6.64588 -6.85762 2.48208 0.11 -0.19 -0.19
H -4.64509 -6.29646 4.02406 -0.82 -0.26 0.32
H -4.27977 -2.58968 1.96060 0.28 -0.09 -0.47
H -5.59460 -3.61462 0.11554 -0.52 0.27 0.03
H -2.00760 -2.99225 2.68489 -0.65 0.29 -0.16
H -0.42720 -2.21663 4.25647 0.07 0.05 0.30
H -2.03969 -4.60105 7.29381 -0.22 0.23 0.23
H -4.13855 -4.91901 6.03903 -0.15 -0.29 -0.35
H -0.17899 -2.27359 7.59545 -0.52 0.47 -0.66
H 0.78148 -2.78088 6.09650 0.01 0.22 0.47
H 0.15921 -3.92688 7.31790 0.27 -0.07 -0.21
C -0.11170 8.61267 -2.66518 1.50 1.15 0.00
N -1.16024 7.95672 -1.88240 -2.17 -0.44 -0.29
C -2.25729 7.38579 -2.51729 -0.03 -0.02 2.93
C -3.34960 6.95068 -1.69496 1.58 0.66 0.22
C -3.39252 7.25345 -0.30472 1.22 -1.02 -1.77
C -2.28587 7.92253 0.25773 -0.37 -0.26 -0.68
C -1.17054 8.17472 -0.52238 -1.07 0.40 -0.89
C -4.55506 6.72175 0.45160 -1.03 0.80 -0.46
C -5.47129 7.67539 0.91651 0.53 1.45 -0.29
C -6.52691 7.38373 1.70205 0.48 -1.32 -0.52
N -6.72241 6.05412 1.94144 -1.38 2.21 0.54
C -5.98407 5.08918 1.47428 0.55 0.44 -1.86
C -4.95719 5.41084 0.55049 0.38 -1.61 2.00
C -7.94913 5.76764 2.63596 -0.68 -1.48 1.38
H -0.27383 9.68968 -2.62230 0.03 0.06 0.50
H 0.01997 8.49056 -3.74028 -0.93 -1.15 0.05
H 0.85516 8.36782 -2.22549 -0.10 0.13 0.12
H -2.21276 7.28941 -3.59206 0.03 -0.04 0.03
H -4.16304 6.34892 -2.07258 0.05 0.25 -0.54
H -2.26144 8.32348 1.26024 -0.09 -0.38 0.23
H -0.37596 8.73399 -0.05094 0.47 -0.13 -0.50
H -5.40705 8.69051 0.55344 0.45 0.28 0.36
H -7.21128 8.12162 2.09393 -0.20 -0.21 0.02
H -6.35753 4.11914 1.76744 0.54 -0.31 -0.38
H -4.44000 4.53199 0.19475 0.48 0.28 -0.39
H -7.95660 4.69506 2.82988 -0.04 0.08 0.39
H -8.84937 5.91632 2.03968 0.25 0.66 -0.07
H -7.91536 6.31078 3.58039 -0.53 -0.04 -0.11
C 5.63898 0.61102 -1.70597 -0.66 0.11 -0.99
N 6.83900 0.15304 -0.97257 0.12 -0.18 0.40
C 6.66714 -0.76628 0.02557 2.48 -0.05 -1.03
C 7.83182 -1.20773 0.67948 0.27 0.50 -0.59
C 9.10781 -0.60910 0.44201 -0.92 1.33 -1.37
C 9.20699 0.44324 -0.52428 -1.68 -1.67 -0.18
C 8.06475 0.66884 -1.27644 -1.15 0.93 0.78
C 10.35166 -0.99098 1.12281 -0.13 0.27 -0.92
C 11.53945 -1.10394 0.39599 0.24 -1.57 0.39
C 12.65748 -1.66587 1.03683 -1.18 1.04 0.23
N 12.62451 -1.76411 2.37657 0.72 -0.09 0.70
C 11.50647 -1.47077 3.10572 1.23 -1.09 -0.52
C 10.33645 -1.19607 2.47198 0.14 -0.53 1.41
C 13.84831 -2.21231 3.13772 0.30 0.04 0.16
H 5.04690 -0.23697 -2.05015 -0.07 -0.17 0.66
H 5.81526 1.10575 -2.66110 0.99 0.08 0.20
H 5.04426 1.33612 -1.15040 0.12 -0.38 0.44
H 5.70254 -1.25020 0.06774 -0.02 0.18 0.36
H 7.79886 -2.10432 1.28067 -0.21 0.15 0.33
H 10.08392 0.98889 -0.83995 0.29 -0.17 0.42
H 7.98216 1.43398 -2.03415 0.45 -0.08 -0.23
H 11.52323 -1.07545 -0.68350 0.15 0.29 -0.04
H 13.53648 -2.01445 0.51502 0.12 0.15 0.06
H 11.52860 -1.64154 4.17190 0.41 0.09 0.04
H 9.48664 -1.28515 3.13249 -0.47 0.63 -0.41
H 14.72318 -2.43163 2.52564 -0.49 0.09 -0.62
H 13.63263 -3.12263 3.69708 -0.24 0.25 0.09
H 14.17568 -1.39271 3.77738 -0.34 -0.09 0.20
```
Forces are in eV/Å.

As for the frontier orbital gap: 4.406 eV. The energy comes out at -68062.63150 eV. The charge is +7. As for the energy above the lowest of the compared OMol25 structures with the same formula, charge and spin: 9.1 kcal/mol.

This record from the OMol25 dataset describes the ion C5H14N2 with charge +2. The level of theory is the ωB97M-V functional and the def2-TZVPD basis.

Geometry as XYZ:
```
21
Properties=species:S:1:pos:R:3:forces:R:3
C -0.76090 -2.04356 0.43374 1.21 0.97 0.35
C 0.43871 -1.03283 0.35596 -0.89 -1.31 -1.08
C -0.00371 0.40097 0.69768 0.20 -0.27 -0.59
C -0.88020 1.00765 -0.42539 0.78 0.98 0.94
C -0.24787 2.94200 -1.81952 -2.85 -0.34 -0.31
N -0.07124 1.74246 -1.41609 0.99 0.03 -0.80
N 1.51092 -1.59134 1.27049 0.37 0.85 1.56
H -1.41044 -1.83907 -0.40952 -0.36 -0.32 0.18
H -0.45230 -3.08862 0.46345 0.09 0.04 -0.53
H -1.22337 -1.86026 1.40321 -0.53 0.05 -0.16
H 0.90767 -1.00100 -0.64085 -0.25 -0.32 0.25
H 0.91355 0.97769 0.80112 -0.17 0.51 0.34
H -0.64072 0.48004 1.57350 0.36 -0.30 0.47
H -1.54937 1.77272 -0.01984 -0.02 -0.34 0.10
H -1.47826 0.25775 -0.92462 -0.05 -0.04 -0.41
H -0.02619 3.26333 -2.83719 1.41 0.18 0.44
H -1.05529 3.50889 -1.33597 0.49 -0.03 0.09
H 0.70192 1.25195 -1.86876 -0.39 -0.30 -0.21
H 1.46581 -1.02593 2.12880 0.16 -0.34 0.17
H 2.50137 -1.56226 1.00612 -0.18 0.30 -0.61
H 1.35991 -2.56057 1.56369 -0.36 -0.02 -0.19
```
Forces are in eV/Å.

As for the frontier orbital gap: 11.831 eV. The energy comes out at -8374.60590 eV. The charge is +2. As for the energy above the lowest of the compared OMol25 structures with the same formula, charge and spin: 17.2 kcal/mol. As for the SMILES: C=[NH+]CC[C@H](C)[NH3+].

This record from the OMol25 dataset describes a cluster of 2 separate species, C4H13NO2 in total. The level of theory is the ωB97M-V functional and the def2-TZVPD basis.

Geometry as XYZ:
```
20
Properties=species:S:1:pos:R:3:forces:R:3
C 1.62876 0.40154 -0.27834 -0.71 1.52 1.59
C 2.38742 -0.53544 0.63721 -0.29 0.21 -0.29
O 2.47998 1.09890 -1.10824 -1.06 2.27 -0.89
O 0.98197 1.57727 0.43864 -0.27 -1.64 0.26
H 1.91470 1.98214 -1.07970 2.10 -2.16 -0.70
H 1.54356 1.85304 1.17596 0.07 -0.22 -0.15
H 0.77898 -0.06991 -0.78885 0.21 0.08 0.07
H 3.20748 -0.00700 1.12139 -0.02 0.06 0.08
H 2.81855 -1.33017 0.02992 -0.01 -0.07 0.01
H 1.71568 -0.97202 1.37393 0.04 -0.04 0.04
C -2.04904 0.15204 -0.14151 -0.13 0.02 0.14
C -1.96393 -1.03270 0.81080 -0.04 0.25 -0.17
N -1.49359 -0.21031 -1.44586 -0.09 0.00 -0.13
H -1.55340 0.57573 -2.08535 0.00 -0.12 0.02
H -2.02532 -0.97356 -1.85345 0.04 0.09 -0.01
H -1.45205 0.97762 0.25230 -0.04 -0.05 -0.02
H -3.09479 0.49634 -0.20144 0.14 -0.04 0.02
H -0.93451 -1.37358 0.88818 0.10 -0.07 0.03
H -2.57617 -1.86154 0.45423 -0.02 -0.07 0.01
H -2.31427 -0.74839 1.80018 -0.04 -0.03 0.10
```
Forces are in eV/Å.

As for the frontier orbital gap: 10.167 eV. The energy comes out at -9943.25119 eV. As for the energy above the lowest of the compared OMol25 structures with the same formula, charge and spin: 21.8 kcal/mol. As for the SMILES: CC(O)O.CCN.

This record from the OMol25 dataset describes a structure of composition C22H28As2N2O2Pt. The level of theory is the ωB97M-V functional and the def2-TZVPD basis.

Geometry as XYZ:
```
57
Properties=species:S:1:pos:R:3:forces:R:3
Pt 1.07546 0.69580 0.39562 0.02 -0.02 -0.06
O -3.42076 5.14010 -2.48306 0.00 0.00 0.00
C -2.56723 5.60712 -1.46864 0.00 -0.01 0.00
C -1.71808 4.46471 -0.99262 0.00 0.01 0.00
C -0.79471 4.64271 0.03276 0.00 0.00 0.00
C -0.02713 3.57454 0.43762 -0.01 0.00 -0.01
N -0.13713 2.36174 -0.12198 0.01 0.02 0.03
C -1.02742 2.17269 -1.11430 0.01 -0.01 0.00
C -1.82854 3.20451 -1.56671 0.00 0.00 0.00
C -1.07941 0.80165 -1.67780 0.00 0.00 0.00
C -1.94969 0.43161 -2.68942 -0.01 -0.01 -0.01
C -1.94541 -0.87392 -3.16041 -0.01 0.00 0.00
C -2.87223 -1.30044 -4.26196 0.00 0.01 0.01
O -3.68375 -0.20842 -4.61236 0.00 0.00 0.00
C -1.05874 -1.78075 -2.58488 0.01 0.00 0.00
C -0.21799 -1.34977 -1.58424 -0.01 -0.01 -0.01
N -0.22381 -0.08698 -1.14424 -0.01 0.01 0.00
H -3.95815 5.86568 -2.81617 0.00 0.00 0.00
H -3.12574 6.00385 -0.61292 0.00 0.00 0.00
H -1.90252 6.40266 -1.82523 0.00 0.00 0.00
H -0.66589 5.60342 0.51352 0.00 0.00 0.00
H 0.70529 3.67699 1.22688 0.00 0.00 0.00
H -2.54071 3.05934 -2.36388 0.00 -0.01 0.00
H -2.63830 1.13787 -3.12630 0.00 0.01 0.01
H -3.46274 -2.15346 -3.90776 0.00 0.00 0.00
H -2.26471 -1.64830 -5.10575 0.00 0.00 0.00
H -4.25954 -0.45047 -5.34457 0.00 0.00 0.00
H -1.01960 -2.81211 -2.91026 0.00 0.00 0.00
H 0.48031 -2.02496 -1.10543 0.00 0.00 0.00
C 0.00405 0.14951 3.98329 0.00 0.00 0.01
As 0.02749 -0.61948 2.21254 0.01 0.00 0.00
C -1.78030 -1.21975 1.90185 -0.01 0.01 -0.01
C 1.09361 -2.22333 2.36251 -0.01 0.00 0.01
C 0.65581 -3.28244 3.15237 0.00 0.01 0.00
C 1.43263 -4.42444 3.27545 0.00 0.00 0.00
C 2.65089 -4.51179 2.61539 0.00 0.00 0.00
C 3.09418 -3.45740 1.83125 -0.01 0.00 0.00
C 2.31714 -2.31033 1.69865 0.02 -0.02 0.00
As 2.94389 -0.81890 0.64363 -0.02 0.03 0.05
C 3.69259 -1.57958 -0.96244 0.00 0.00 -0.02
C 4.47168 -0.14131 1.60967 0.00 0.01 0.00
H -0.34466 -0.59930 4.69353 0.00 0.00 0.00
H -0.66603 1.00707 3.99528 0.00 0.00 0.00
H 1.00960 0.46554 4.25259 0.00 0.00 0.00
H -2.10072 -1.87145 2.71320 0.00 0.00 0.00
H -1.82392 -1.76086 0.95890 -0.01 0.00 0.00
H -2.43513 -0.35101 1.85738 -0.01 0.00 0.00
H -0.29014 -3.22623 3.67796 0.00 0.00 0.00
H 1.08810 -5.24596 3.88873 0.00 0.00 0.00
H 3.25787 -5.40153 2.71359 0.00 0.00 0.00
H 4.04988 -3.53770 1.32717 0.00 0.00 0.00
H 2.91995 -2.09290 -1.53022 0.00 0.00 0.00
H 4.48173 -2.28280 -0.70201 0.00 0.00 0.00
H 4.11084 -0.77534 -1.56477 0.00 0.00 0.00
H 5.18678 -0.94808 1.76356 0.00 -0.01 0.00
H 4.14620 0.24571 2.57286 0.01 0.00 0.00
H 4.93485 0.65669 1.03259 0.00 0.00 0.00
```
Forces are in eV/Å.

As for the frontier orbital gap (spin up / spin down): 7.357 / 7.664 eV. The energy comes out at -155253.69589 eV. The charge is +2. The spin multiplicity is 3.

This record from the OMol25 dataset describes a structure of composition C14H14AsN2O3PtS2. The level of theory is the ωB97M-V functional and the def2-TZVPD basis.

Geometry as XYZ:
```
37
Properties=species:S:1:pos:R:3:forces:R:3
Pt -0.45284 -0.29315 0.72976 -0.06 2.79 2.13
S -2.51246 -0.22164 1.74266 -0.70 -1.09 -0.17
C -2.41335 1.06693 2.80558 -0.78 -0.20 1.68
C -3.20336 1.05393 4.03989 -0.93 0.06 -0.03
N -3.84777 1.02449 5.00766 1.00 0.01 -1.30
C -1.50551 2.08808 2.65525 0.29 1.06 0.43
S -0.05909 1.84623 1.82917 0.24 0.52 -0.35
C -1.75161 3.34336 3.34897 0.99 0.66 0.37
N -1.76028 4.38161 3.86736 -0.29 -1.23 -0.62
C 4.04965 -0.76569 -1.00020 0.85 -1.92 -0.13
As 2.82940 -0.98490 0.49310 -1.18 1.81 -1.63
C 3.54207 0.16083 1.89788 -0.36 -0.45 -0.64
C 2.52262 -2.87234 0.96839 0.97 0.58 0.06
O 1.39245 -0.18571 -0.19422 2.37 -1.49 0.86
H 4.32876 -1.78275 -1.38396 -0.43 0.81 0.17
H 5.00775 -0.33963 -0.71237 -0.13 0.26 0.32
H 3.62570 -0.19269 -1.81252 -0.40 0.13 0.10
H 4.62513 0.02926 1.96782 -0.25 -0.05 0.13
H 3.01206 -0.12616 2.78860 0.09 0.13 0.63
H 3.28831 1.18630 1.61047 0.07 -0.23 0.02
H 3.35922 -3.43008 0.51728 -0.34 0.14 0.25
H 1.59527 -3.18514 0.53165 -0.51 -0.05 -0.34
H 2.49281 -3.03624 2.05073 0.09 0.24 -0.24
O -2.53780 -2.98001 -1.41432 0.53 1.33 -0.11
C -1.76403 -1.97893 -1.21967 1.62 1.01 -0.79
O -0.84266 -1.94755 -0.35794 -1.58 -2.81 -2.05
C -1.89808 -0.71776 -2.15623 0.03 -0.45 0.80
C -0.80295 -0.02351 -2.73511 -0.42 -1.18 0.32
C -1.00099 1.24035 -3.30410 1.09 -1.79 0.75
C -2.24740 1.82390 -3.17420 0.09 1.70 -0.32
C -3.33786 1.10991 -2.71484 -0.67 1.07 0.27
C -3.15749 -0.14993 -2.17256 -0.89 -0.80 -0.76
H 0.14518 -0.55821 -2.68240 0.05 0.54 -0.32
H -0.12125 1.64467 -3.79585 -0.39 0.57 0.17
H -2.36536 2.92123 -3.37464 0.01 -1.30 -0.29
H -4.28557 1.67869 -2.77325 0.38 -0.96 0.39
H -3.94870 -0.82772 -1.87385 -0.42 0.58 0.21
```
Forces are in eV/Å.

As for the frontier orbital gap (spin up / spin down): 6.282 / 5.557 eV. The energy comes out at -109610.43587 eV. The charge is +1. The spin multiplicity is 5. As for the energy above the lowest of the compared OMol25 structures with the same formula, charge and spin: 6.2 kcal/mol.

This record from the OMol25 dataset describes a structure of composition H8O4. The level of theory is the ωB97M-V functional and the def2-TZVPD basis.

Geometry as XYZ:
```
12
Properties=species:S:1:pos:R:3:forces:R:3
H 0.86370 0.85013 -0.01132 -0.59 0.40 0.17
H 2.22386 1.56130 0.16481 -0.46 -0.53 -0.15
H 4.22687 -0.01357 -0.01876 -1.58 -1.48 0.14
H 3.06539 -0.91338 0.57554 -0.99 -0.75 3.00
H -2.43907 -0.05217 1.27635 2.33 -0.10 -2.06
H -1.88408 -1.03429 0.24065 0.51 0.32 0.36
H -3.78551 0.72045 -0.23620 -0.32 -0.44 -0.17
H -2.86684 0.01940 -1.21680 -1.21 -0.44 1.71
O 1.80999 0.69856 -0.02574 -2.05 2.18 0.34
O 3.42553 -0.59095 -0.19076 5.61 0.13 -3.47
O -1.79809 -0.10261 0.47634 8.30 -0.37 7.88
O -3.36297 -0.14723 -0.35663 -9.53 1.08 -7.76
```
Forces are in eV/Å.

As for the frontier orbital gap: 8.273 eV. The energy comes out at -8314.55303 eV. As for the energy above the lowest of the compared OMol25 structures with the same formula, charge and spin: 141.2 kcal/mol.